1.
Here is a cluster of 10 separate species, C25H45N5O5 in total in a non-equilibrium geometry from the OMol25 dataset. Energies are from the ωB97M-V functional and the def2-TZVPD basis.

SMILES: c1cc[nH]c1.c1cc[nH]c1.c1cc[nH]c1.c1cc[nH]c1.c1cc[nH]c1.CO.CO.CO.CO.CO
E: -1629.44213 Ha

Atoms and positions in Å:
C  -1.35609  3.36627  -2.04318
O  -2.41884  4.31998  -2.15819
H  -1.67978  2.32977  -1.94938
H  -0.72767  3.43578  -2.93410
H  -0.76486  3.63729  -1.17240
H  -3.16647  3.83942  -2.52655
C  0.00908  0.08598  0.17156
O  0.39884  1.07578  -0.75776
H  0.82214  -0.57211  0.50296
H  -0.41526  0.46053  1.10581
H  -0.67885  -0.61515  -0.30012
H  0.95659  1.73329  -0.31143
C  -3.30913  2.65952  0.71854
O  -3.93971  1.78391  1.64744
H  -3.43961  3.69603  1.03652
H  -2.23085  2.49901  0.75661
H  -3.63202  2.46730  -0.30412
H  -4.89224  1.90209  1.64243
C  -1.12971  -3.33708  0.95615
O  -0.35144  -2.59259  1.87307
H  -1.32178  -2.74105  0.06011
H  -0.63527  -4.26373  0.65988
H  -2.07884  -3.63366  1.41214
H  -0.92484  -2.10776  2.50517
C  2.01123  2.21465  -3.50014
O  2.54823  3.43037  -4.01909
H  0.93402  2.17511  -3.63586
H  2.44027  1.39890  -4.08681
H  2.20712  2.06497  -2.43875
H  3.44032  3.54929  -3.68603
N  3.64312  -2.11893  -1.27090
C  4.25216  -3.06155  -2.05364
C  4.13925  -2.68972  -3.36705
C  3.35395  -1.50574  -3.38081
C  3.07130  -1.17622  -2.08375
H  3.48181  -2.14739  -0.27457
H  4.74858  -3.88288  -1.56489
H  4.45823  -3.19581  -4.26263
H  3.07137  -1.01704  -4.30005
H  2.48485  -0.32955  -1.76052
N  -2.73247  -0.32721  3.21664
C  -2.81066  -1.66041  3.58504
C  -1.73190  -1.97105  4.37134
C  -0.90250  -0.80066  4.42793
C  -1.60843  0.17332  3.77911
H  -3.35755  0.16632  2.59562
H  -3.61945  -2.24951  3.18235
H  -1.55618  -2.94592  4.79429
H  0.05417  -0.66361  4.90110
H  -1.35423  1.20102  3.55687
N  -5.30154  0.22937  -1.04679
C  -5.64975  0.48233  -2.35042
C  -4.63846  -0.01210  -3.13040
C  -3.66751  -0.56863  -2.27025
C  -4.14210  -0.50484  -0.98026
H  -5.87373  0.50992  -0.27312
H  -6.61085  0.89366  -2.60627
H  -4.56932  -0.08621  -4.20350
H  -2.69530  -0.92438  -2.57355
H  -3.66728  -0.67868  -0.02879
N  2.48517  -3.53626  1.75541
C  3.31967  -4.46581  1.20177
C  4.60916  -4.00232  1.24456
C  4.54667  -2.66158  1.74172
C  3.21445  -2.40881  2.00608
H  1.48119  -3.60808  1.69624
H  2.89746  -5.40404  0.87899
H  5.47082  -4.58186  0.95853
H  5.28383  -1.88272  1.84371
H  2.71985  -1.48716  2.26855
N  1.24879  4.00311  0.60061
C  0.72951  3.30686  1.66049
C  1.59796  2.25013  1.89123
C  2.70847  2.40969  1.06394
C  2.40896  3.42036  0.20241
H  0.74942  4.73232  0.12439
H  -0.24571  3.52599  2.06074
H  1.44503  1.50219  2.65455
H  3.51942  1.70159  0.99809
H  2.86571  3.78641  -0.70463

Forces on atoms 1 to 6 (eV/Å):
0.161 0.402 -0.449
-0.200 -0.553 0.193
-0.171 0.073 0.163
0.132 -0.041 0.095
0.025 -0.135 0.037
-0.056 0.228 -0.074

Atom charges from the Löwdin analysis, given in e for atoms 1 to 8:
1. C -0.15
2. O -0.12
3. H 0.07
4. H 0.07
5. H 0.05
6. H 0.07
7. C -0.16
8. O -0.13

---

2.
Here is the ion C23H37N4O3 with charge +1 from the OMol25 dataset. Energies are from the ωB97M-V functional and the def2-TZVPD basis.

SMILES: CCc1ccc(NC(=O)[C@H](C)NC(=O)C2CCN(C(=O)[C@@H]([NH3+])CC(C)C)CC2)cc1
E: -1343.25808 Ha
charge: +1

Atoms and positions in Å:
C  -5.07929  -0.52208  -1.36089
H  -6.00946  -0.91422  -1.76201
H  -4.87072  -1.03132  -0.42157
H  -4.27960  -0.74233  -2.06512
C  -5.19459  0.98872  -1.13886
C  -3.88864  1.53736  -0.64704
C  -3.57928  1.52138  0.70821
C  -2.34538  1.95365  1.16199
C  -1.39976  2.40871  0.25127
C  -1.70369  2.45576  -1.10305
C  -2.93822  2.01767  -1.54220
H  -3.16767  2.04895  -2.59598
H  -0.96835  2.81449  -1.80549
N  -0.11198  2.80386  0.69356
C  0.70035  1.98684  1.36724
O  0.34941  0.88546  1.80127
C  2.11315  2.47840  1.70329
N  3.03333  1.49755  1.13952
C  2.79136  0.97060  -0.07978
O  1.79747  1.28553  -0.70470
C  3.81586  -0.06178  -0.53701
H  4.80804  0.32984  -0.29402
C  3.74701  -0.31177  -2.04839
H  3.92840  0.62067  -2.58178
H  4.54761  -1.00544  -2.30954
C  2.38650  -0.87596  -2.48476
N  1.75590  -1.57544  -1.37733
C  0.50250  -1.27836  -1.05831
O  -0.25556  -0.61582  -1.75600
C  -0.08545  -1.80651  0.27387
H  0.64701  -1.76435  1.08076
C  -0.64713  -3.22005  0.09626
H  0.01669  -3.78944  -0.55678
H  -1.60793  -3.15307  -0.41957
C  -0.81499  -3.99861  1.40967
C  -1.33228  -5.40043  1.09417
H  -0.66392  -5.91602  0.40945
H  -1.40747  -5.99032  2.00312
H  -2.31810  -5.34937  0.63812
C  -1.75666  -3.30163  2.39104
H  -2.72638  -3.11408  1.93104
H  -1.33462  -2.37261  2.76869
H  -1.92653  -3.94791  3.24835
H  0.16783  -4.09114  1.88498
N  -1.16004  -0.82858  0.54625
H  -0.73449  -0.01854  1.11427
H  -1.97292  -1.23274  1.00903
H  -1.38003  -0.45900  -0.41945
C  2.69082  -2.32863  -0.57429
H  2.17466  -3.02725  0.08168
H  3.30084  -2.91343  -1.26844
C  3.59094  -1.38062  0.23483
H  4.54558  -1.87329  0.41867
H  3.13560  -1.16375  1.20317
H  1.70789  -0.07471  -2.77843
H  2.51151  -1.56129  -3.32845
H  3.88802  1.30142  1.63412
C  2.45302  3.88858  1.23033
H  1.76349  4.61467  1.65293
H  2.43464  3.94492  0.14373
H  3.45688  4.14574  1.56096
H  2.20351  2.41867  2.79415
H  0.30306  3.58105  0.20068
H  -2.11741  1.95137  2.21685
H  -4.31685  1.18042  1.41960
H  -5.98262  1.18653  -0.41096
H  -5.46797  1.46791  -2.07906

Forces on atoms 1 to 6 (eV/Å):
-0.159 0.184 -0.048
-0.071 -0.137 -0.034
0.038 -0.087 0.089
0.080 -0.066 -0.064
0.068 -0.222 -0.014
-0.048 0.072 -0.090

Atom charges from the Löwdin analysis, given in e for atoms 1 to 8:
1. C -0.09
2. H 0.07
3. H 0.07
4. H 0.07
5. C -0.20
6. C -0.24
7. C -0.03
8. C -0.03

---

3.
Here is a cluster of 3 separate species, C2H9O2S in total in a non-equilibrium geometry from the OMol25 dataset. Energies are from the ωB97M-V functional and the def2-TZVPD basis.

E: -630.30970 Ha
charge: -1

Atoms and positions in Å:
C  -2.41940  -0.74300  -0.29514
C  -1.38718  0.17472  0.33903
S  -0.00637  0.55722  -0.77307
H  -1.94440  -1.70692  -0.53190
H  -2.81869  -0.46329  -1.26741
H  -3.26264  -0.93714  0.37939
H  -1.08645  -0.21730  1.32247
H  -1.86141  1.11192  0.65872
H  2.24914  -1.83467  0.98892
H  1.59922  -0.69340  0.29829
O  2.47954  -0.98267  0.64909
H  3.53961  1.59585  -0.62541
H  2.05055  1.83101  -0.49932
O  2.86851  2.30768  -0.64366

Forces on atoms 1 to 6 (eV/Å):
0.112 -1.043 0.092
-0.355 0.781 0.266
0.185 -0.287 0.078
-0.022 0.046 0.306
0.075 0.734 0.026
-0.033 -0.012 0.013

Atom charges from the Löwdin analysis, given in e for atoms 1 to 8:
1. C -0.26
2. C -0.81
3. S 0.32
4. H 0.05
5. H 0.04
6. H 0.05
7. H 0.04
8. H 0.02

---

4.
Here is the ion C4H8NO2 with charge -1 in a non-equilibrium geometry from the OMol25 dataset. Energies are from the ωB97M-V functional and the def2-TZVPD basis.

SMILES: [H]/N=C(\[O-])CCCO
E: -362.45926 Ha
charge: -1

Atoms and positions in Å:
C  0.07533  1.62185  -0.12483
O  -0.44022  2.81074  0.51478
C  0.16271  0.42588  0.80926
C  -0.40342  -0.89219  0.25950
C  0.44419  -1.63730  -0.76375
N  -0.21197  -2.11060  -1.79103
O  1.66023  -1.82553  -0.47041
H  -0.38178  1.53026  -1.10438
H  1.13510  1.83821  -0.26758
H  1.11705  0.27722  1.30741
H  -0.51402  0.57675  1.67267
H  -0.73851  -1.52032  1.08750
H  -1.32327  -0.68882  -0.29490
H  0.28144  -2.91958  -2.16236
H  -0.86287  2.51342  1.32812

Forces on atoms 1 to 6 (eV/Å):
1.910 0.729 0.808
-0.307 -0.227 0.150
-1.983 -1.054 0.809
-0.465 0.879 -0.993
0.990 -1.005 0.485
-1.203 -0.334 0.079

Atom charges from the Löwdin analysis, given in e for atoms 1 to 8:
1. C -0.25
2. O -0.11
3. C -0.20
4. C -0.18
5. C -0.75
6. N 0.00
7. O -0.15
8. H 0.11

---

5.
Here is a cluster of 2 separate species, CH6N2S in total in a non-equilibrium geometry from the OMol25 dataset. Energies are from the ωB97M-V functional and the def2-TZVPD basis.

E: -549.28316 Ha

Atoms and positions in Å:
S  -0.66589  -3.11570  -0.37896
H  -1.68034  -3.92265  -0.37732
N  0.90077  3.14660  -0.33025
C  0.81174  1.92221  0.12316
N  -0.07826  1.49996  0.97812
H  0.26726  3.87357  -0.06797
H  1.52602  3.31933  -1.09617
H  1.41615  1.17554  -0.38356
H  0.10351  0.64374  1.48534
H  -0.91165  1.98733  1.26719

Forces on atoms 1 to 6 (eV/Å):
1.242 1.224 0.073
-1.083 -0.721 0.051
0.108 -0.306 -0.291
-0.838 -0.305 -0.561
0.377 -0.255 0.532
-0.216 0.340 0.221

Atom charges from the Löwdin analysis, given in e for atoms 1 to 8:
1. S -0.43
2. H -0.54
3. N 0.19
4. C -0.16
5. N 0.21
6. H 0.13
7. H 0.13
8. H 0.17

---

The calculation returns the following relative energy (zero: lowest compared OMol25 entry of this formula, charge and spin) values, one per record and in order: 7.6 0.0 4.7 40.8 65.3 kcal per mole.
The calculation returns the following lowest unoccupied orbital energy values, one per record and in order: -0.01 -1.86 4.01 3.67 -1.48 eV.